30
Properties=species:S:1:pos:R:3:lowdin_charge:R:1 method="wB97M-V/def2-TZVPD" homo_ev=-7.959 gap_ha=0.29443 de_lowest_kj_mol=537.7
C 1.004 0.793 -0.594 -0.006
C -0.119 0.064 -0.232 -0.032
C 1.031 1.904 0.317 -0.285
C -1.308 -2.276 1.631 -0.125
C -1.877 -1.084 2.156 -0.075
C -0.701 -2.539 0.452 -0.084
C -1.691 0.201 1.682 -0.058
C -0.888 -1.884 -0.815 -0.313
C -2.286 -1.473 -1.129 -0.074
C -0.150 -2.111 -2.105 -0.051
C 3.276 3.066 -0.296 -0.108
C 1.963 3.087 0.554 -0.172
N -0.061 1.803 1.072 0.096
N -0.718 0.629 0.828 -0.118
H 1.807 0.663 -1.220 0.064
H -1.015 -3.077 2.310 0.102
H -2.705 -1.226 2.974 0.138
H 0.002 -3.360 0.421 0.111
H -2.239 0.907 2.229 0.098
H -2.973 -1.906 -0.431 0.066
H -2.601 -1.798 -2.130 0.083
H -2.485 -0.319 -1.056 0.124
H -0.549 -2.781 -2.717 0.032
H 0.854 -2.511 -1.891 0.101
H -0.143 -1.169 -2.572 0.076
H 3.904 3.961 -0.123 0.070
H 3.216 3.295 -1.335 0.052
H 3.798 2.140 -0.034 0.075
H 1.465 3.989 0.367 0.077
H 2.192 3.009 1.684 0.137


56
Properties=species:S:1:pos:R:3:mulliken_spin:R:1 method="wB97M-V/def2-TZVPD" s2=6.056 multiplicity=5 total_charge=+2 homo_ev="-14.712 / -14.815" gap_ha="0.30810 / 0.18840" de_lowest_kj_mol=62.8
C -2.544 0.910 -3.901 0.130
C -2.347 -0.318 -3.256 0.002
C -1.645 -0.385 -2.036 -0.041
C -1.124 0.786 -1.435 0.218
C -1.301 2.016 -2.126 0.092
C -2.010 2.078 -3.340 -0.034
C -1.426 -1.715 -1.347 0.074
C 0.037 -2.187 -1.170 -0.013
N 1.083 -1.132 -0.919 -0.025
Os 0.265 0.702 0.198 2.597
C -0.604 3.237 -1.554 0.026
P 1.055 2.611 -0.982 -0.024
H -2.743 -1.239 -3.704 0.005
H -2.133 3.039 -3.856 0.001
H -3.097 0.954 -4.846 0.000
H -1.120 3.610 -0.649 0.000
H -0.517 4.070 -2.274 0.001
H -1.881 -1.657 -0.347 -0.019
H -1.952 -2.519 -1.892 0.001
H 0.070 -2.881 -0.316 -0.004
C 1.784 3.955 0.046 0.004
C 2.056 2.701 -2.537 0.022
H 0.365 -2.757 -2.061 0.002
C 1.640 -0.697 -2.223 0.038
C 2.176 -1.727 -0.110 0.027
H -0.407 1.844 1.031 -0.028
H 2.131 -1.549 -2.735 0.003
H 0.826 -0.310 -2.853 -0.008
H 2.381 0.095 -2.046 0.000
H 2.709 -2.473 -0.717 0.000
H 2.884 -0.942 0.229 -0.002
H 1.738 -2.234 0.762 0.002
H 2.073 3.736 -2.921 0.002
H 3.090 2.368 -2.351 0.000
H 1.596 2.045 -3.294 0.001
H 1.935 4.879 -0.540 -0.001
H 1.105 4.155 0.890 -0.001
H 2.750 3.615 0.454 -0.001
H 1.433 0.683 1.361 0.010
C 0.904 -2.565 5.102 0.068
C 1.768 -1.963 4.198 0.016
C 1.273 -1.311 3.065 0.184
C -0.117 -1.244 2.797 0.154
C -0.706 -0.559 1.671 0.014
C -2.109 -0.455 1.632 0.010
C -2.931 -1.080 2.561 0.080
C -2.375 -1.791 3.610 0.193
C -0.987 -1.863 3.754 -0.034
C -0.467 -2.518 4.883 0.209
H 1.297 -3.059 5.981 0.003
H 2.835 -1.994 4.378 -0.001
H 2.027 -0.880 2.447 0.040
H -2.574 0.131 0.852 0.000
H -4.006 -0.990 2.480 0.007
H -3.036 -2.250 4.338 0.000
H -1.126 -2.976 5.612 0.003


18
Properties=species:S:1:pos:R:3:lowdin_charge:R:1 method="wB97M-V/def2-TZVPD" total_charge=+1 homo_ev=-14.890 gap_ha=0.44318 de_lowest_kj_mol=60.3
C 0.653 1.385 -0.735 -0.118
C -0.243 2.244 -1.183 0.072
N 0.478 0.914 0.669 0.193
H 1.513 0.995 -1.252 0.121
H -0.193 2.613 -2.198 0.082
H -1.102 2.604 -0.633 0.080
H -0.525 0.946 0.892 0.112
H 0.863 -0.032 0.790 0.093
H 0.935 1.545 1.342 0.181
H 1.349 -2.513 1.772 0.051
H 1.192 -2.065 0.337 0.015
O 1.088 -1.758 1.270 -0.060
H 1.584 -3.078 -1.596 0.062
H 0.169 -2.562 -1.720 0.077
O 1.061 -2.294 -1.458 -0.034
H -3.335 1.020 1.453 0.083
H -2.911 -0.417 1.068 0.032
O -2.576 0.453 1.182 -0.043


Number 1: E -15678.52518 eV. Number 2: E -37564.68628 eV. Number 3: E -9894.81901 eV.